No. 1
Computed, not measured: a structure of composition C25H28CoGeN2O7P2S2Se4Te in a non-equilibrium geometry, with ωB97M-V/def2-TZVPD.

Positions of all 73 atoms, in Å:
1 Co -1.207 0.499 -0.777
2 S -0.115 4.343 5.047
3 C -1.051 3.783 6.373
4 C -1.867 2.762 5.999
5 C -1.740 2.419 4.626
6 C -0.820 3.191 3.962
7 C -0.432 3.133 2.557
8 C -1.014 2.158 1.726
9 N -0.725 2.031 0.450
10 C 0.182 2.888 -0.116
11 C 0.828 3.888 0.640
12 C 1.799 4.716 -0.034
13 C 2.098 4.534 -1.338
14 C 1.451 3.506 -2.117
15 C 1.744 3.221 -3.443
16 C 1.080 2.180 -4.104
17 C 0.098 1.476 -3.386
18 N -0.199 1.730 -2.135
19 C 0.476 2.713 -1.475
20 C 1.381 1.787 -5.477
21 C 1.041 0.629 -6.129
22 C 1.512 0.582 -7.469
23 C 2.208 1.693 -7.828
24 S 2.289 2.816 -6.532
25 C 0.506 3.998 1.984
26 H -0.948 4.238 7.345
27 H -2.546 2.264 6.677
28 H -2.328 1.651 4.141
29 H -1.735 1.451 2.114
30 H 2.297 5.491 0.540
31 H 2.841 5.157 -1.823
32 H 2.514 3.794 -3.950
33 H -0.475 0.676 -3.843
34 H 0.487 -0.175 -5.662
35 H 1.342 -0.255 -8.132
36 H 2.678 1.913 -8.774
37 H 0.998 4.756 2.585
38 Se -3.635 1.325 -2.308
39 Se -4.657 3.265 -1.935
40 Te -4.631 1.670 1.506
41 Se -3.572 0.123 -0.121
42 O -0.077 -2.264 -3.774
43 P -0.892 -2.326 -2.374
44 O -1.759 -3.511 -2.345
45 O -1.464 -0.940 -2.141
46 O 0.334 -2.519 -1.309
47 P 1.421 -1.417 -0.868
48 O 2.028 -0.970 -2.338
49 O 2.503 -2.061 -0.093
50 O 0.708 -0.207 -0.333
51 H 0.718 -1.723 -3.633
52 H 2.911 -1.350 -2.404
53 C -1.435 -5.215 0.763
54 Ge -0.479 -4.758 2.397
55 C 1.439 -4.582 2.079
56 C -0.732 -6.211 3.717
57 C -1.287 -3.143 3.168
58 Se -0.979 -1.559 2.068
59 C 0.762 -1.062 2.770
60 H -1.001 -6.105 0.303
61 H -1.395 -4.405 0.031
62 H -2.484 -5.422 0.988
63 H 1.818 -5.532 1.694
64 H 1.969 -4.358 3.008
65 H 1.664 -3.802 1.348
66 H -0.321 -7.151 3.340
67 H -1.794 -6.362 3.926
68 H -0.228 -5.970 4.656
69 H -0.975 -2.941 4.193
70 H -2.370 -3.279 3.177
71 H 1.453 -1.898 2.698
72 H 0.670 -0.713 3.798
73 H 1.122 -0.264 2.124

Atoms 1-2, force components in eV/Å:
0.96 0.30 -0.18
0.04 0.00 -0.04

Summary:
* 2S+1: 4
* highest occupied orbital energy (spin up / spin down): -0.25 / -2.17 eV
* gap between HOMO and LUMO (spin up / spin down): 3.944 / 5.191 eV
* net charge: -2



No. 2
Computed, not measured: a structure of composition C25H28F4N6OV in a non-equilibrium geometry, with ωB97M-V/def2-TZVPD.

Positions of all 65 atoms, in Å:
1 V -0.495 -0.866 -0.436
2 C -0.340 -3.145 -2.606
3 N -0.686 -2.921 -1.186
4 C -1.930 -3.658 -0.899
5 C 0.399 -3.447 -0.333
6 C 1.679 -2.654 -0.602
7 N 1.268 -1.281 -0.865
8 C 2.201 -0.373 -1.321
9 C 1.818 0.648 -2.203
10 F 0.528 0.699 -2.590
11 C 2.700 1.570 -2.724
12 F 2.240 2.487 -3.578
13 C 4.038 1.540 -2.391
14 C 4.450 0.559 -1.511
15 F 5.726 0.507 -1.136
16 C 3.565 -0.364 -0.988
17 F 4.023 -1.255 -0.091
18 H 0.082 -4.145 -2.747
19 H 0.374 -2.402 -2.956
20 H -1.234 -3.083 -3.220
21 H -1.835 -4.709 -1.188
22 H -2.758 -3.218 -1.455
23 H -2.154 -3.608 0.163
24 H 0.566 -4.514 -0.517
25 H 0.093 -3.324 0.711
26 H 2.216 -3.062 -1.466
27 H 2.351 -2.754 0.252
28 H 4.737 2.250 -2.808
29 O -0.656 0.534 0.380
30 C -1.357 1.623 0.671
31 C -1.220 2.330 1.864
32 C -1.966 3.472 2.078
33 C -2.855 3.933 1.112
34 C -3.017 3.223 -0.060
35 C -2.289 2.056 -0.295
36 C -2.462 1.243 -1.492
37 N -2.062 -0.020 -1.689
38 C -2.457 -0.364 -2.961
39 C -3.105 0.678 -3.538
40 N -3.103 1.676 -2.602
41 H -0.517 1.973 2.606
42 H -1.854 4.017 3.006
43 H -3.428 4.834 1.283
44 H -3.738 3.569 -0.792
45 H -2.257 -1.326 -3.395
46 H -3.551 0.783 -4.511
47 H -3.470 2.602 -2.736
48 N -2.617 -1.334 1.267
49 H -3.407 -1.055 0.695
50 H -2.453 -0.594 1.941
51 H -2.911 -2.149 1.795
52 N 0.811 -1.069 2.409
53 C 1.331 0.131 2.948
54 C 1.081 0.492 4.268
55 C 1.524 1.715 4.753
56 C 2.224 2.585 3.931
57 C 2.480 2.224 2.615
58 C 2.034 1.008 2.125
59 H 0.489 -1.700 3.130
60 H 1.485 -1.528 1.811
61 H 0.539 -0.186 4.919
62 H 1.324 1.984 5.781
63 H 2.572 3.534 4.316
64 H 3.020 2.898 1.962
65 H 2.218 0.735 1.093

Atoms 1-2, force components in eV/Å:
-2.14 -4.27 -2.60
0.05 0.12 -0.18

Summary:
* 2S+1: 3
* highest occupied orbital energy (spin up / spin down): -10.39 / -10.70 eV
* gap between HOMO and LUMO (spin up / spin down): 7.686 / 8.250 eV
* net charge: +1